{"formula": "C30H35ClNPSSiTi", "method": "wB97M-V/def2-TZVPD", "species": ["Ti", "Cl", "C", "C", "C", "C", "C", "C", "P", "C", "C", "C", "C", "C", "C", "C", "C", "C", "C", "C", "C", "H", "H", "H", "H", "H", "H", "H", "H", "H", "H", "H", "H", "H", "H", "C", "Si", "C", "C", "C", "C", "C", "C", "N", "C", "S", "H", "H", "H", "H", "H", "H", "H", "H", "H", "H", "H", "H", "C", "C", "C", "C", "H", "H", "H", "H", "H", "H", "H", "H", "H"], "xyz": [[0.062, -0.080, -0.320], [1.330, 2.222, -0.832], [0.219, 3.471, -1.383], [0.743, 4.615, -1.945], [-0.151, 5.590, -2.376], [-1.519, 5.410, -2.238], [-2.019, 4.251, -1.663], [-1.143, 3.262, -1.222], [-1.691, 1.721, -0.484], [-1.291, 1.799, 1.287], [-1.687, 0.726, 2.104], [-1.346, 0.703, 3.449], [-0.604, 1.744, 3.990], [-0.201, 2.808, 3.187], [-0.536, 2.838, 1.844], [-3.453, 1.542, -0.715], [-3.905, 0.971, -1.907], [-5.264, 0.860, -2.140], [-6.168, 1.310, -1.184], [-5.720, 1.873, 0.002], [-4.360, 1.994, 0.243], [1.810, 4.745, -2.053], [0.235, 6.493, -2.829], [-2.201, 6.176, -2.580], [-3.087, 4.109, -1.556], [-2.317, -0.058, 1.698], [-1.681, -0.112, 4.078], [-0.354, 1.734, 5.043], [0.363, 3.628, 3.613], [-0.234, 3.682, 1.238], [-3.197, 0.619, -2.649], [-5.621, 0.423, -3.063], [-7.231, 1.218, -1.367], [-6.430, 2.223, 0.739], [-4.010, 2.441, 1.166], [6.037, -3.473, -0.212], [4.563, -2.776, -1.110], [5.087, -1.538, -2.401], [3.492, -4.136, -1.804], [3.523, -1.843, 0.220], [3.925, -1.811, 1.555], [3.186, -1.169, 2.550], [2.010, -0.558, 2.201], [1.594, -0.573, 0.924], [2.324, -1.181, -0.037], [1.580, -1.068, -1.659], [6.662, -4.007, -0.931], [5.759, -4.188, 0.564], [6.661, -2.696, 0.234], [5.748, -2.025, -3.123], [5.644, -0.711, -1.956], [4.247, -1.127, -2.962], [4.080, -4.713, -2.522], [2.612, -3.767, -2.332], [3.163, -4.825, -1.023], [4.849, -2.304, 1.834], [3.522, -1.153, 3.577], [1.372, -0.049, 2.912], [-0.370, -3.567, 0.173], [-1.164, -2.366, 0.684], [-2.451, -2.842, 1.370], [-1.530, -1.349, -0.423], [-0.217, -4.284, 0.979], [0.610, -3.300, -0.222], [-0.921, -4.073, -0.622], [-0.563, -1.865, 1.465], [-3.084, -3.363, 0.650], [-3.033, -2.018, 1.784], [-2.219, -3.533, 2.180], [-2.515, -0.911, -0.266], [-1.527, -1.789, -1.426]], "mulliken_charge": [-0.050, -0.182, 0.807, -0.726, -0.580, -0.799, -0.846, 0.105, 1.249, 0.366, -0.038, -0.838, -0.681, -0.692, -0.974, 0.367, -0.106, -0.790, -0.526, -0.757, -0.239, 0.525, 0.426, 0.441, 0.497, 0.606, 0.479, 0.451, 0.493, 0.480, 0.455, 0.446, 0.431, 0.462, 0.486, -1.140, 0.082, -1.010, -0.937, 0.338, 0.107, -1.302, -0.155, 0.247, 0.240, -0.495, 0.335, 0.340, 0.362, 0.373, 0.345, 0.326, 0.396, 0.299, 0.330, 0.486, 0.479, 0.323, -1.543, 1.998, -1.819, -1.002, 0.410, 0.260, 0.388, -0.464, 0.397, 0.399, 0.450, 0.654, 0.759], "de_lowest_kj_mol": 0.00, "energy_ev": -96795.5279, "multiplicity": 1, "charge": 2, "homo_lumo_gap_ev": 7.727}